DFT (the ωB97M-V functional and the def2-TZVPD basis) results for C34H26BrN6O2SSr as an isolated structure.

The geometry in XYZ format:
```
71
Properties=species:S:1:pos:R:3:mulliken_charge:R:1
Sr 0.46527 0.32350 -0.41031 1.680
Br 0.29134 -3.20843 5.90164 -0.181
S -3.62864 -0.19389 0.22528 0.170
O -4.49081 0.54935 1.16324 -0.632
O -0.44958 2.54951 -1.09882 -0.861
N -0.07985 -1.56094 1.57291 0.436
N 0.24543 -1.99621 -2.15266 0.230
N 2.11580 0.54515 1.83390 0.377
N 0.08354 2.24713 1.40613 1.215
N -0.89016 3.12058 1.10402 -1.050
N -2.23730 0.18352 -0.02997 -0.386
C 0.83119 -3.14977 3.10962 -0.869
C 1.00405 -2.50536 -4.36437 -0.905
C -4.51663 5.41194 -1.50027 -0.299
C -0.78032 -1.01869 2.56834 -0.275
C 3.30062 0.31175 4.32392 -0.515
C -1.91641 -2.72613 -1.43798 -0.272
C 3.66541 -1.98782 -3.30038 -0.765
C 1.67614 1.30460 2.85429 0.799
C -3.09780 -3.36649 -1.68575 -0.780
C 0.69493 -2.60738 1.84164 -0.349
C -1.12757 3.12766 -0.22083 0.032
C 2.25821 1.19799 4.12203 -0.911
C -4.26303 5.26313 -0.14296 -0.689
C -2.30852 3.94863 -0.64008 0.452
C -2.41866 -3.86426 -3.93932 -0.831
C 3.75954 -0.44935 3.26082 -1.065
C 5.07562 -0.46696 -2.11752 -0.622
C 2.54223 -1.41375 -2.69089 1.119
C 4.93696 -1.52080 -3.01054 -0.624
C -1.18658 -3.21287 -3.70643 1.207
C -0.71040 -1.47824 3.87593 -1.065
C 0.11929 -2.55221 4.13365 0.292
C 0.58656 2.26083 2.59412 -0.060
C -2.57040 4.09375 -1.99783 -0.341
C -3.35559 -3.94213 -2.94807 -0.499
C 3.94563 0.07912 -1.51701 -0.579
C -3.66812 4.82371 -2.42809 -0.629
C 3.12625 -0.29094 2.03709 -0.291
C 1.20960 -1.97856 -3.05138 0.444
C 2.63304 -0.36308 -1.75532 -0.705
C -3.16470 4.53488 0.28660 -0.164
C -0.93060 -2.63127 -2.44675 -0.544
C -0.17192 -3.10008 -4.68495 -0.920
C 0.14966 3.20612 3.67479 -1.620
H -2.60444 -4.29888 -4.91525 0.361
H -0.59657 3.88018 3.26473 0.383
H -3.85124 -3.41050 -0.91010 0.434
H -1.71999 -2.24765 -0.48900 0.820
H 6.06304 -0.07887 -1.88655 0.357
H -0.29155 2.66863 4.51997 0.287
H -1.90190 3.61473 -2.70048 0.401
H 3.56122 -2.82589 -3.98207 0.424
H 3.44337 -0.86063 1.16797 0.494
H -4.93294 5.70482 0.58471 0.363
H 0.99184 3.78858 4.05804 0.335
H 1.89054 1.80328 4.93790 0.378
H -2.96693 4.39204 1.33908 0.371
H 1.24563 -3.02351 1.00403 0.449
H 3.75172 0.22035 5.30456 0.406
H -3.86717 4.92648 -3.48802 0.377
H -5.38021 5.97552 -1.83307 0.368
H 5.80527 -1.97600 -3.47247 0.361
H -1.28221 -1.00197 4.65899 0.503
H -4.30043 -4.43869 -3.13017 0.364
H 4.10715 0.89896 -0.81671 0.340
H -0.34772 -3.49048 -5.68170 0.386
H -1.41491 -0.18024 2.30050 0.490
H 1.78773 -2.39464 -5.09953 0.508
H 4.57770 -1.14825 3.36569 0.433
H 1.48028 -3.99461 3.28754 0.456
```

## Properties
HOMO-LUMO gap: 0.2525 hartree
E_LUMO: 2.074 eV
charge: -1
ΔE to the lowest compared entry with this formula, charge and spin: 0.000 eV
multiplicity: 1

***

DFT (the ωB97M-V functional and the def2-TZVPD basis) results for C34H26ClN2O4PRhS2Te as an isolated structure.

The geometry in XYZ format:
```
72
Properties=species:S:1:pos:R:3:mulliken_spin:R:1
Te -2.17865 2.99296 0.70567 1.076
Rh -1.10916 0.49227 0.40017 1.936
Cl -2.55233 -1.57398 -0.54526 0.021
S -4.41788 4.94031 -0.83154 0.017
S -2.19594 -0.07548 2.39588 0.551
P 0.67104 -1.06492 0.08405 0.169
O -0.66880 3.56593 -1.38396 0.092
O -0.53737 -0.83606 -2.65940 0.000
O 0.33115 1.94689 1.57054 0.044
O 1.73938 1.41431 3.23470 0.025
N -0.65699 1.33405 -1.92168 0.056
N 0.28323 0.74945 -4.04310 0.000
C 0.17826 -5.14946 -0.28508 0.001
C 3.42958 -1.47886 -2.99003 -0.003
C 2.42790 -1.80068 -2.08342 0.008
C -1.72431 0.98247 3.72620 -0.032
C -5.33036 3.10562 -2.33662 -0.020
C -0.33663 0.37028 -2.83079 -0.030
C -1.98271 -4.17091 -0.63424 -0.004
C 0.43764 2.98955 -3.33973 0.017
C 1.03250 -1.77330 2.77117 -0.012
C 1.68846 -1.45931 1.58035 0.009
C 3.57782 0.73111 -2.05940 -0.002
C -0.07497 -2.73203 -0.20336 0.003
C -3.74265 3.36754 -0.64198 -0.041
C -0.51658 1.69608 3.80785 0.058
C 3.08171 -1.48743 1.56452 0.007
C 3.79766 -1.82141 2.70839 -0.003
C 4.00670 -0.21453 -2.98069 0.005
C -0.28426 2.49301 4.93079 -0.027
C -2.64164 1.07685 4.78668 0.035
C 0.70824 -3.88359 -0.09806 -0.008
C 0.61871 1.65309 2.78591 -0.005
C 2.00441 -0.86151 -1.14829 -0.024
C 3.13377 -2.13410 3.88334 0.007
C -5.49052 4.43135 -2.06701 0.048
C 1.74565 -2.10852 3.91098 -0.004
C -1.17533 -5.29069 -0.55803 -0.001
C -1.43762 -2.90497 -0.46224 -0.005
C -2.39627 1.88137 5.88347 -0.034
C 2.57690 0.41214 -1.15186 0.027
C -4.32975 2.50047 -1.52186 0.007
C 0.68635 2.03590 -4.23881 0.001
C -1.21095 2.60631 5.95209 0.051
C -0.33160 2.64791 -2.14779 -0.033
C 0.53205 -0.24681 -5.07452 0.000
H -3.55784 0.50300 4.72024 -0.005
H -3.04609 -4.26991 -0.81723 0.000
H 4.01568 1.72208 -2.05203 0.000
H -6.16845 5.13449 -2.53113 0.004
H -0.10166 -0.06542 -5.94706 0.000
H 3.75558 -2.21933 -3.71199 0.000
H 0.75195 4.01336 -3.47634 0.000
H 4.77922 0.03359 -3.69875 0.001
H 1.21365 -2.33099 4.82889 0.000
H 1.57877 -0.22374 -5.37961 0.000
H -0.04788 -1.74515 2.80470 -0.009
H -1.60700 -6.27499 -0.69442 0.000
H -3.12488 1.94048 6.68512 -0.002
H 0.30135 -1.21857 -4.65807 0.000
H 1.75449 -3.77696 0.16387 0.001
H -1.00896 3.24549 6.80394 0.004
H 0.66162 3.01912 4.98404 0.000
H 1.21690 2.22769 -5.16316 0.001
H 3.69344 -2.38454 4.77753 0.001
H 1.96900 -2.78075 -2.11662 0.000
H -4.03702 1.45933 -1.58448 0.011
H -5.90421 2.57414 -3.08727 -0.001
H 3.61869 -1.22956 0.66200 0.002
H 0.81576 -6.02185 -0.20696 0.000
H 2.23001 1.14938 -0.42946 0.008
H 4.88202 -1.82906 2.68025 0.000
```

## Properties
HOMO-LUMO gap (spin up / spin down): 0.2231 / 0.2456 hartree
E_LUMO (spin up / spin down): 2.508 / 1.467 eV
charge: -1
ΔE to the lowest compared entry with this formula, charge and spin: 0.437 eV
multiplicity: 5

***

DFT (the ωB97M-V functional and the def2-TZVPD basis) results for C34H26ClN2O4PRhS2Te as an isolated structure at a distorted geometry.

The geometry in XYZ format:
```
72
Properties=species:S:1:pos:R:3:mulliken_spin:R:1
Te -4.22382 1.17140 -0.10625 0.880
Rh 0.09325 -1.87914 -0.22834 2.318
Cl 3.98564 -0.27704 -0.61219 0.002
S -6.79705 2.43502 -1.89528 0.012
S -1.20403 -3.85162 -0.07930 0.355
P 0.80816 0.25763 -1.12404 0.112
O -3.76357 -0.79851 1.63456 0.063
O 1.98177 -1.67070 3.11828 0.011
O -1.86555 -0.86965 0.46089 0.064
O 1.82987 -3.10922 -1.15330 0.057
N 1.85611 -2.48000 0.98684 0.095
N 3.76137 -2.85328 2.31535 0.000
C -2.30129 -2.54657 2.14820 0.008
C -5.61744 4.01908 -0.30546 0.041
C 2.10431 0.55223 -2.40420 0.021
C -0.70805 2.56333 -1.81301 0.024
C -2.44647 1.08376 -3.40578 0.028
C 3.46370 0.27389 -2.16752 0.011
C 2.46013 3.24202 1.20855 0.001
C -2.38394 -3.60158 4.32736 0.014
C 0.71087 1.10946 1.49222 -0.002
C -5.57948 2.70479 -0.69532 -0.058
C 4.05866 0.89658 -4.40210 0.008
C -7.33550 4.06394 -1.85706 0.064
C 1.89385 2.96857 2.44705 0.002
C -1.66184 -3.67561 1.61108 0.005
C -2.66725 -2.53543 3.49404 -0.007
C -2.57287 2.46368 -3.33247 0.001
C 2.46514 -2.28441 2.18023 0.001
C 1.01404 1.90599 2.58728 0.001
C -1.44669 0.44592 -2.68469 0.060
C 4.30365 -3.61771 1.32515 -0.002
C 4.42892 0.45212 -3.14423 -0.004
C -1.74320 -4.71729 3.80330 -0.003
C -6.61306 4.79437 -0.96139 -0.030
C 3.68679 -3.81521 0.14901 0.005
C 1.76827 0.99292 -3.68546 -0.001
C 2.72825 1.16189 -4.67074 -0.005
C -1.39616 -4.75489 2.46624 -0.005
C 2.15435 2.45101 0.11216 -0.001
C 1.28198 1.37352 0.24831 -0.034
C -2.66765 -1.32610 1.33842 0.051
C 4.51120 -2.60808 3.53494 0.001
C -0.55797 1.18325 -1.90344 -0.076
C 2.42278 -3.14256 -0.05326 -0.031
C -1.71342 3.19781 -2.52595 -0.011
H 5.46407 0.23478 -2.91667 0.000
H -8.14892 4.39106 -2.48792 0.003
H 0.73267 1.20672 -3.91110 -0.002
H -3.14763 0.50586 -3.99413 -0.003
H -3.36751 2.96408 -3.87241 0.001
H 4.11117 -4.41458 -0.64083 0.004
H -3.19003 -1.66278 3.86317 0.000
H 2.14151 3.58432 3.30359 0.000
H 4.81264 1.03724 -5.16663 0.001
H 0.57198 1.67980 3.54864 0.000
H -6.78282 5.84795 -0.77856 -0.001
H -4.94133 4.40889 0.44494 0.003
H 5.27336 -4.04717 1.54766 0.000
H 3.87894 -2.02426 4.19396 0.000
H 3.14825 4.07186 1.09979 0.000
H -2.66287 -3.56818 5.37336 0.002
H 4.77021 -3.54855 4.02549 0.000
H -1.84403 4.26948 -2.44106 0.000
H 2.43001 1.50936 -5.65230 0.000
H -0.90444 -5.62531 2.04964 -0.006
H 2.60446 2.66961 -0.84992 0.000
H -1.50741 -5.56330 4.43944 -0.001
H 0.03096 0.27365 1.60340 -0.010
H 5.42779 -2.05613 3.31937 0.000
H -0.04938 3.14120 -1.17683 0.000
H -1.35842 -0.63520 -2.70277 -0.040
```

## Properties
HOMO-LUMO gap (spin up / spin down): 0.2360 / 0.2266 hartree
E_LUMO (spin up / spin down): 2.345 / 1.510 eV
charge: -1
ΔE to the lowest compared entry with this formula, charge and spin: 0.779 eV
multiplicity: 5

***

DFT (the ωB97M-V functional and the def2-TZVPD basis) results for C34H26F5IrN4O2S as an isolated structure at a distorted geometry.

The geometry in XYZ format:
```
73
Properties=species:S:1:pos:R:3:mulliken_charge:R:1
Ir 0.03324 -0.45978 -0.11155 0.512
S -2.48475 0.17801 -0.56840 -0.396
F 4.13760 -3.72192 0.89584 -0.361
F 4.80521 0.84513 1.80191 -0.367
F 5.74668 -1.70732 1.75307 -0.332
F 1.62963 -3.20685 0.09732 -0.446
F 2.30915 1.38708 0.91847 -0.560
O -1.81372 -1.81985 3.32755 -0.734
O -0.47170 -2.76821 -3.49416 -0.740
N -0.44742 -0.57604 1.93363 0.536
N 0.09813 -0.97076 -2.15476 1.046
N -4.03695 2.15797 0.16261 0.052
N -0.94082 -2.11420 -0.06707 0.637
C -3.71316 4.47227 -0.08776 -0.628
C 4.02201 -0.14922 1.37853 0.646
C 2.39038 -2.17546 0.50859 0.097
C 1.91928 0.17635 -3.34471 1.327
C -1.30617 -1.55307 2.24325 0.177
C 2.95509 -0.38958 -2.41274 -1.541
C 0.56419 -0.15000 -3.23400 -0.841
C -2.86366 1.81827 -0.42901 0.497
C -2.93576 -3.95577 -0.19436 -0.526
C -2.48718 4.18595 -0.72633 -0.347
C -2.07635 2.89709 -0.90034 -0.576
C 3.67791 -2.46955 0.91619 0.619
C 0.22198 0.13320 2.97601 -0.471
C -2.21768 -3.62851 -1.33748 -0.845
C -4.47208 3.43121 0.33554 -0.302
C 0.17793 1.52707 3.01641 1.076
C -0.57340 2.29715 1.97411 -0.793
C -2.65928 -3.31484 1.00419 -0.907
C 1.88669 -0.88446 0.49337 -1.001
C 4.49997 -1.44472 1.35847 0.515
C 1.52418 1.51704 5.01713 -1.000
C 0.10516 1.16075 -5.20325 -0.909
C -1.80949 -0.02948 -4.14319 -1.319
C 1.43920 1.52057 -5.29610 -0.869
C 2.73453 0.10116 0.94171 0.343
C 0.96922 -0.57154 3.93114 1.362
C 2.33618 1.01677 -4.37360 -0.823
C -1.21238 -2.68988 -1.24475 0.404
C -1.65186 -2.37371 1.03413 0.275
C -0.34989 0.32845 -4.18731 1.187
C -0.47038 -2.15004 -2.43630 0.286
C 0.82298 2.20529 4.04227 -0.929
C 1.10674 -2.06823 3.87654 -1.616
C 1.59797 0.13755 4.94950 -0.911
H 1.97563 -2.39380 4.44778 0.470
H -5.43399 3.54562 0.81232 0.416
H -1.87238 4.99976 -1.08831 0.445
H -1.15080 2.65927 -1.40471 0.434
H 3.08924 0.24481 -1.53531 0.337
H 0.77702 3.28799 4.06791 0.389
H -3.72518 -4.69427 -0.24527 0.460
H -0.60370 1.52180 -5.93959 0.404
H -2.42659 -4.05936 -2.30615 0.619
H 3.39004 1.25852 -4.45104 0.450
H 2.02316 2.05587 5.81212 0.404
H -2.38833 0.66420 -4.75340 0.458
H -0.40509 3.36856 2.08276 0.481
H 2.16126 -0.41057 5.69574 0.433
H -0.25421 2.00940 0.96788 -0.256
H -1.96526 -1.03947 -4.52951 0.297
H 3.91677 -0.45251 -2.92153 0.551
H -4.05133 5.48677 0.05506 0.420
H -3.20824 -3.49947 1.91638 0.614
H 0.21728 -2.54665 4.29010 0.350
H -4.60545 1.38551 0.48586 0.255
H -2.19558 -0.00831 -3.12660 0.027
H 1.21124 -2.41667 2.84855 0.182
H -1.64414 2.09395 2.03849 0.302
H 1.77722 2.17013 -6.09339 0.394
H 2.67424 -1.38241 -2.06648 0.166
```

## Properties
HOMO-LUMO gap: 0.2508 hartree
E_LUMO: -1.056 eV
ΔE to the lowest compared entry with this formula, charge and spin: 0.000 eV
multiplicity: 1